ORCA calculation (ωB97M-V/def2-TZVPD) on a 15-piece molecular cluster, C5H38O16 overall in a non-equilibrium geometry.

Bonds (Å) are listed after each position.
CARTESIAN COORDINATES (ANGSTROEM)
1 O -1.40 -0.57 2.34  C2 1.212
2 C -2.24 -0.15 1.57  O1 1.212, O3 1.349, C4 1.485
3 O -2.53 -0.90 0.48  C2 1.349, H8 0.969
4 C -3.13 1.02 1.76  C2 1.485, C5 1.597, H9 1.085, H10 1.093
5 C -2.20 2.24 2.18  C4 1.597, C6 1.547, H11 1.085, H12 1.094
6 C -1.87 3.06 0.91  C5 1.547, C7 1.546, H13 1.093, H14 1.095
7 C -0.55 2.70 0.18  C6 1.546, H15 1.094, H16 1.082, H17 1.076
8 H -1.87 -1.58 0.30  O3 0.969
9 H -3.99 0.96 2.43  C4 1.085
10 H -3.53 1.27 0.77  C4 1.093
11 H -2.47 2.64 3.15  C5 1.085
12 H -1.19 1.83 2.29  C5 1.094
13 H -2.74 3.29 0.30  C6 1.093
14 H -1.74 4.10 1.25  C6 1.095
15 H -0.30 1.75 0.66  C7 1.094
16 H 0.26 3.36 0.46  C7 1.082
17 H -0.65 2.53 -0.88  C7 1.076
18 H 4.60 0.35 -0.68  O20 0.958
19 H 3.31 0.22 -1.52  O20 0.965
20 O 3.68 0.62 -0.72  H18 0.958, H19 0.965
21 H 2.53 -0.04 -4.09  O23 0.962
22 H 1.27 -0.55 -3.37  O23 0.973
23 O 2.08 -0.02 -3.24  H21 0.962, H22 0.973
24 H 2.15 1.45 2.32  O26 0.969
25 H 2.77 1.72 0.88  O26 0.958
26 O 2.72 1.12 1.62  H24 0.969, H25 0.958
27 H 1.55 -1.09 2.78  O29 0.973
28 H 0.09 -1.35 3.14  O29 0.971
29 O 0.91 -0.97 3.50  H27 0.973, H28 0.971
30 H 3.75 -1.93 1.49  O32 0.962
31 H 2.99 -0.56 1.62  O32 0.991
32 O 2.89 -1.55 1.69  H30 0.962, H31 0.991
33 H -0.76 2.32 -2.63  O35 0.964
34 H 0.34 1.52 -3.26  O35 0.965
35 O -0.04 2.41 -3.26  H33 0.964, H34 0.965
36 H 0.48 1.17 3.67  O38 0.972
37 H 1.77 1.28 4.36  O38 0.964
38 O 1.16 1.84 3.85  H36 0.972, H37 0.964
39 H -3.68 1.45 -1.33  O41 0.959
40 H -3.23 2.01 -2.69  O41 0.957
41 O -2.94 1.86 -1.79  H39 0.959, H40 0.957
42 H 0.47 -2.51 -0.91  O44 0.969
43 H -0.01 -3.70 -1.74  O44 0.959
44 O 0.03 -2.74 -1.75  H42 0.969, H43 0.959
45 H 2.88 -2.96 -1.24  O47 0.969
46 H 3.00 -1.63 -1.77  O47 0.967
47 O 3.58 -2.37 -1.56  H45 0.969, H46 0.967
48 H -2.95 -0.75 -2.41  O50 0.960
49 H -2.88 -0.68 -3.97  O50 0.962
50 O -2.76 -0.18 -3.15  H48 0.960, H49 0.962
51 H -0.55 -1.84 -3.23  O53 0.964
52 H -1.01 -0.33 -3.54  O53 0.974
53 O -0.59 -1.13 -3.89  H51 0.964, H52 0.974
54 H -0.31 -3.84 1.13  O56 0.966
55 H -1.16 -2.93 2.04  O56 0.962
56 O -1.21 -3.54 1.30  H54 0.966, H55 0.962
57 H 1.80 -2.46 0.88  O59 1.003
58 H 1.97 -3.93 0.92  O59 0.966
59 O 1.46 -3.28 0.41  H57 1.003, H58 0.966

Results
**Relative energy (zero: lowest compared OMol25 entry of this formula, charge and spin)**: 0.0 kcal per mole
**Gap between HOMO and LUMO**: 10.75 eV
**Multiplicity**: 1

Now the Löwdin charges, all in e:
1. O 0.07
2. C -0.49
3. O 0.11
4. C -0.05
5. C -0.14
6. C -0.25
7. C -0.05
8. H 0.09
9. H 0.13
10. H 0.09
11. H 0.11
12. H 0.06
13. H 0.09
14. H 0.10
15. H 0.06
16. H 0.08
17. H 0.03
18. H 0.06
19. H 0.00
20. O -0.04
21. H 0.07
22. H 0.02
23. O -0.04
24. H 0.01
25. H 0.04
26. O -0.06
27. H 0.00
28. H 0.01
29. O -0.06
30. H 0.08
31. H 0.03
32. O -0.07
33. H -0.01
34. H 0.00
35. O -0.05
36. H 0.02
37. H 0.05
38. O -0.06
39. H 0.03
40. H 0.05
41. O -0.06
42. H 0.01
43. H 0.06
44. O -0.04
45. H 0.01
46. H -0.01
47. O -0.06
48. H 0.06
49. H 0.07
50. O -0.06
51. H 0.00
52. H 0.01
53. O -0.09
54. H 0.01
55. H 0.02
56. O -0.05
57. H 0.04
58. H 0.08
59. O -0.10



ORCA calculation (ωB97M-V/def2-TZVPD) on a 14-piece molecular cluster, C5H39N2O13S overall in a non-equilibrium geometry.

Bonds (Å) are listed after each position.
CARTESIAN COORDINATES (ANGSTROEM)
1 C 2.97 1.75 -1.27  N2 1.465, C7 1.506, H9 1.102, H10 1.095
2 N 1.93 0.72 -1.45  C1 1.465, C3 1.501, H11 1.007
3 C 0.64 1.08 -0.77  N2 1.501, C4 1.521, C6 1.510, H12 1.090
4 C 0.29 -0.17 0.02  C3 1.521, S5 1.830, H13 1.090, H14 1.086
5 S -1.14 -0.11 1.16  C4 1.830
6 C -0.42 1.27 -1.83  C3 1.510, H15 1.079, H16 1.099, H17 1.085
7 C 3.62 1.60 0.08  C1 1.506, N8 1.449, H18 1.090, H19 1.104
8 N 4.62 0.55 0.07  C7 1.449, H20 1.002, H21 0.999
9 H 2.51 2.74 -1.43  C1 1.102
10 H 3.65 1.71 -2.12  C1 1.095
11 H 1.78 0.32 -2.36  N2 1.007
12 H 0.85 1.84 -0.02  C3 1.090
13 H 1.14 -0.44 0.66  C4 1.090
14 H 0.15 -0.97 -0.69  C4 1.086
15 H -0.16 1.88 -2.68  C6 1.079
16 H -0.69 0.35 -2.37  C6 1.099
17 H -1.35 1.51 -1.33  C6 1.085
18 H 4.09 2.50 0.47  C7 1.090
19 H 2.81 1.40 0.80  C7 1.104
20 H 5.13 0.40 0.92  N8 1.002
21 H 4.34 -0.23 -0.48  N8 0.999
22 H -1.05 -3.91 -0.97  O24 0.974
23 H -2.40 -3.51 -1.36  O24 0.963
24 O -1.58 -3.77 -1.78  H22 0.974, H23 0.963
25 H -0.25 -2.81 -2.70  O27 0.981
26 H 0.73 -3.12 -3.72  O27 0.967
27 O 0.51 -2.37 -3.15  H25 0.981, H26 0.967
28 H -1.69 3.82 -2.76  O30 0.959
29 H -0.23 3.51 -3.00  O30 0.955
30 O -0.96 4.02 -3.35  H28 0.959, H29 0.955
31 H -3.60 1.42 0.22  O33 0.957
32 H -2.64 2.36 -0.61  O33 0.958
33 O -3.45 2.30 -0.12  H31 0.957, H32 0.958
34 H 0.27 4.05 -0.09  O36 0.960
35 H -0.68 5.26 -0.66  O36 0.957
36 O -0.31 4.39 -0.77  H34 0.960, H35 0.957
37 H 2.33 0.70 3.40  O39 0.960
38 H 1.50 -0.39 2.75  O39 0.965
39 O 2.36 -0.23 3.17  H37 0.960, H38 0.965
40 H -3.25 3.39 1.54  O42 0.968
41 H -2.34 4.62 1.26  O42 0.958
42 O -2.86 4.19 1.94  H40 0.968, H41 0.958
43 H 1.05 -4.07 1.07  O45 0.973
44 H 1.93 -3.78 -0.01  O45 0.974
45 O 1.62 -4.57 0.47  H43 0.973, H44 0.974
46 H -1.77 -3.33 1.46  O48 0.967
47 H -0.37 -2.58 1.11  O48 0.965
48 O -0.84 -3.42 1.19  H46 0.967, H47 0.965
49 H -1.58 -1.05 3.56  O51 0.963
50 H -0.49 -2.09 4.03  O51 0.959
51 O -1.25 -1.56 4.30  H49 0.963, H50 0.959
52 H 2.56 -1.40 -0.73  O54 0.964
53 H 1.78 -2.04 -1.91  O54 0.971
54 O 2.24 -2.24 -1.07  H52 0.964, H53 0.971
55 H -3.40 -1.38 1.25  O57 0.966
56 H -4.16 -0.11 1.23  O57 0.960
57 O -4.28 -1.04 1.45  H55 0.966, H56 0.960
58 H -2.90 -2.79 3.23  O60 0.971
59 H -3.96 -2.77 2.14  O60 0.971
60 O -3.35 -3.38 2.60  H58 0.971, H59 0.971

Results
**Net charge**: -1
**Relative energy (zero: lowest compared OMol25 entry of this formula, charge and spin)**: 30.2 kcal per mole
**Gap between HOMO and LUMO**: 6.95 eV
**Multiplicity**: 1

Now the Löwdin charges, all in e:
1. C -0.23
2. N -0.05
3. C -0.43
4. C -0.66
5. S 0.47
6. C -0.06
7. C -0.29
8. N 0.01
9. H 0.10
10. H 0.12
11. H 0.11
12. H 0.11
13. H 0.03
14. H 0.04
15. H 0.06
16. H 0.10
17. H 0.04
18. H 0.11
19. H 0.09
20. H 0.06
21. H 0.04
22. H 0.03
23. H 0.05
24. O -0.06
25. H 0.02
26. H 0.06
27. O -0.07
28. H 0.02
29. H -0.02
30. O -0.07
31. H 0.00
32. H 0.00
33. O -0.06
34. H 0.04
35. H 0.05
36. O -0.04
37. H 0.03
38. H -0.01
39. O -0.07
40. H 0.00
41. H 0.00
42. O -0.08
43. H -0.01
44. H -0.02
45. O -0.09
46. H 0.00
47. H -0.02
48. O -0.10
49. H -0.05
50. H 0.03
51. O -0.09
52. H 0.01
53. H 0.00
54. O -0.08
55. H -0.05
56. H 0.00
57. O -0.10
58. H 0.03
59. H 0.01
60. O -0.06



ORCA calculation (ωB97M-V/def2-TZVPD) on a 14-piece molecular cluster, C5H39N2O14 overall in a non-equilibrium geometry.

Bonds (Å) are listed after each position.
CARTESIAN COORDINATES (ANGSTROEM)
1 C -0.99 1.98 -0.71  O2 1.481, C3 1.507, H9 1.082, H10 1.111
2 O -0.77 2.41 -2.12  C1 1.481, H21 0.966
3 C -1.00 0.48 -0.67  C1 1.507, C4 1.520, N8 1.514, H11 1.143
4 C -2.15 -0.31 -1.27  C3 1.520, C5 1.548, H12 1.100, H13 1.093
5 C -3.52 0.00 -0.62  C4 1.548, C6 1.516, H14 1.114, H15 1.125
6 C -3.62 0.09 0.89  C5 1.516, N7 1.468, H16 1.100, H17 1.105
7 N -4.20 1.22 1.62  C6 1.468, H18 1.027, H19 1.015
8 N 0.34 -0.07 -1.12  C3 1.514, H20 1.021, H53 1.023
9 H -1.96 2.38 -0.48  C1 1.082
10 H -0.03 2.36 -0.30  C1 1.111
11 H -1.12 0.52 0.47  C3 1.143
12 H -1.92 -1.39 -1.34  C4 1.100
13 H -2.34 0.10 -2.26  C4 1.093
14 H -4.21 -0.67 -1.18  C5 1.114
15 H -3.89 0.99 -0.99  C5 1.125
16 H -4.13 -0.78 1.33  C6 1.100
17 H -2.60 -0.08 1.28  C6 1.105
18 H -3.39 1.63 2.11  N7 1.027
19 H -4.59 2.05 1.19  N7 1.015
20 H 0.38 -1.00 -0.71  N8 1.021
21 H -0.58 1.64 -2.66  O2 0.966
22 H 0.89 3.86 -2.40  O24 0.965
23 H 1.90 3.19 -1.28  O24 0.955
24 O 1.79 3.75 -2.05  H22 0.965, H23 0.955
25 H 2.59 -1.43 -2.42  O27 0.971
26 H 2.20 -2.65 -3.03  O27 0.967
27 O 1.88 -1.74 -3.00  H25 0.971, H26 0.967
28 H 2.38 1.85 1.19  O30 1.025
29 H 2.39 3.34 1.49  O30 0.970
30 O 2.03 2.74 0.81  H28 1.025, H29 0.970
31 H 1.75 -0.39 -4.13  O33 0.970
32 H 1.03 -0.43 -2.85  O33 0.988
33 O 0.83 -0.31 -3.81  H31 0.970, H32 0.988
34 H -2.73 -2.36 1.57  O36 0.958
35 H -1.48 -2.11 2.56  O36 0.966
36 O -1.95 -2.72 1.99  H34 0.958, H35 0.966
37 H 3.07 0.87 -0.73  O39 0.958
38 H 3.35 0.14 0.62  O39 0.985
39 O 3.47 0.08 -0.36  H37 0.958, H38 0.985
40 H -0.04 -3.23 -1.06  O42 0.978
41 H 0.10 -2.32 -2.38  O42 0.959
42 O -0.24 -3.14 -2.01  H40 0.978, H41 0.959
43 H -0.54 -3.04 1.11  O54 0.994
44 H 0.22 -0.41 1.48  O45 0.969
45 O 0.64 -1.11 2.00  H44 0.969, H46 1.018
46 H 1.50 -0.59 2.13  O45 1.018
47 H 2.97 0.05 2.69  O48 0.972
48 O 2.52 0.76 2.20  H47 0.972
49 H 1.74 -2.36 -0.59  O51 0.966
50 H 3.13 -1.87 -0.37  O51 0.970
51 O 2.65 -2.68 -0.63  H49 0.966, H50 0.970
52 H 0.90 -2.95 1.32  O54 0.973
53 H 1.11 0.48 -0.72  N8 1.023
54 O 0.30 -3.24 0.61  H43 0.994, H52 0.973
55 H -0.82 0.79 2.97  O57 0.992
56 H -2.06 1.40 3.64  O57 0.957
57 O -1.78 0.96 2.83  H55 0.992, H56 0.957
58 H 0.79 0.64 4.46  O60 0.962
59 H 1.12 1.34 3.08  O60 0.998
60 O 0.53 1.37 3.88  H58 0.962, H59 0.998

Results
**Net charge**: -1
**Relative energy (zero: lowest compared OMol25 entry of this formula, charge and spin)**: 128.1 kcal per mole
**Gap between HOMO and LUMO**: 8.84 eV
**Multiplicity**: 1

Now the Löwdin charges, all in e:
1. C -0.15
2. O -0.12
3. C -0.36
4. C -0.13
5. C -0.19
6. C -0.31
7. N 0.00
8. N 0.08
9. H 0.12
10. H 0.10
11. H 0.11
12. H 0.11
13. H 0.12
14. H 0.11
15. H 0.11
16. H 0.09
17. H 0.06
18. H 0.03
19. H 0.06
20. H 0.05
21. H 0.06
22. H 0.02
23. H -0.03
24. O -0.08
25. H 0.07
26. H 0.09
27. O -0.15
28. H -0.03
29. H 0.05
30. O -0.12
31. H 0.04
32. H -0.02
33. O -0.15
34. H 0.04
35. H 0.05
36. O -0.03
37. H 0.03
38. H 0.02
39. O -0.07
40. H -0.02
41. H -0.01
42. O -0.08
43. H 0.01
44. H 0.01
45. O -0.10
46. H 0.02
47. H 0.01
48. O -0.39
49. H -0.01
50. H 0.01
51. O -0.06
52. H 0.04
53. H 0.07
54. O -0.12
55. H 0.01
56. H 0.05
57. O -0.11
58. H 0.05
59. H 0.01
60. O -0.09



ORCA calculation (ωB97M-V/def2-TZVPD) on a 14-piece molecular cluster, C5H39N2O14 overall in a non-equilibrium geometry.

Bonds (Å) are listed after each position.
CARTESIAN COORDINATES (ANGSTROEM)
1 N 0.25 -1.00 -0.37  C2 1.458, H9 1.021, H10 1.026, H11 1.072
2 C 0.20 -1.46 -1.75  N1 1.458, C3 1.507, H12 1.098, H13 1.102
3 C 1.38 -1.00 -2.57  C2 1.507, N4 1.347, O8 1.223
4 N 1.79 -1.83 -3.55  C3 1.347, C5 1.474, C7 1.464
5 C 0.87 -2.75 -4.25  N4 1.474, C6 1.554, H14 1.086, H15 1.095
6 C -0.33 -2.02 -4.92  C5 1.554, H16 1.093, H17 1.084, H18 1.085
7 C 3.10 -1.58 -4.16  N4 1.464, H19 1.089, H20 1.061, H21 1.088
8 O 1.97 0.01 -2.24  C3 1.223
9 H 0.80 -0.15 -0.23  N1 1.021
10 H 0.65 -1.66 0.30  N1 1.026
11 H -0.75 -0.92 0.01  N1 1.072
12 H -0.02 -2.53 -1.72  C2 1.098
13 H -0.75 -1.26 -2.27  C2 1.102
14 H 1.56 -3.24 -4.93  C5 1.086
15 H 0.49 -3.56 -3.62  C5 1.095
16 H -1.30 -2.31 -4.52  C6 1.093
17 H -0.13 -0.99 -4.65  C6 1.084
18 H -0.44 -2.34 -5.95  C6 1.085
19 H 3.26 -0.51 -4.23  C7 1.089
20 H 3.17 -2.05 -5.11  C7 1.061
21 H 3.87 -1.91 -3.46  C7 1.088
22 H 1.57 -3.95 1.87  O24 0.950
23 H 2.86 -3.51 1.25  O24 0.962
24 O 1.91 -3.41 1.17  H22 0.950, H23 0.962
25 H 0.88 -0.37 2.50  O27 0.961
26 H 0.34 1.08 1.90  O27 0.964
27 O 0.95 0.33 1.86  H25 0.961, H26 0.964
28 H -2.00 -0.89 5.07  O30 0.960
29 H -0.78 -1.60 5.56  O30 0.954
30 O -1.49 -1.69 4.94  H28 0.960, H29 0.954
31 H -2.49 0.26 0.31  O33 0.986
32 H -2.81 -1.10 -0.21  O33 0.963
33 O -2.23 -0.68 0.44  H31 0.986, H32 0.963
34 H 1.45 3.51 1.38  O36 0.965
35 H 0.51 2.82 0.37  O36 0.962
36 O 0.76 2.84 1.30  H34 0.965, H35 0.962
37 H -1.76 2.69 2.60  O39 0.977
38 H -3.19 2.52 3.10  O39 0.963
39 O -2.58 2.18 2.43  H37 0.977, H38 0.963
40 H -3.92 1.78 0.19  O42 0.961
41 H -2.67 2.61 -0.01  O42 0.962
42 O -3.05 1.75 -0.22  H40 0.961, H41 0.962
43 H 0.11 3.37 2.56  O45 0.970
44 H -0.27 4.45 3.53  O45 0.965
45 O -0.34 3.49 3.41  H43 0.970, H44 0.965
46 H 4.48 3.40 2.45  O48 0.959
47 H 3.08 2.78 2.87  O48 0.960
48 O 3.75 3.43 3.07  H46 0.959, H47 0.960
49 H 0.57 -1.48 4.31  O51 0.958
50 H -0.39 -2.21 3.35  O51 0.962
51 O 0.52 -1.92 3.46  H49 0.958, H50 0.962
52 H -1.61 1.05 5.73  O54 0.942
53 H -1.47 1.02 4.18  O54 0.958
54 O -2.08 0.94 4.92  H52 0.942, H53 0.958
55 H -4.12 -1.86 -3.59  O57 0.950
56 H -4.39 -0.29 -4.04  O57 0.954
57 O -3.88 -0.94 -3.57  H55 0.950, H56 0.954
58 H 1.42 4.97 -2.40  O60 0.958
59 H 1.64 3.48 -1.93  O60 0.960
60 O 1.04 4.22 -1.93  H58 0.958, H59 0.960

Results
**Net charge**: +1
**Relative energy (zero: lowest compared OMol25 entry of this formula, charge and spin)**: 78.9 kcal per mole
**Gap between HOMO and LUMO**: 9.85 eV
**Multiplicity**: 1

Now the Löwdin charges, all in e:
1. N 0.15
2. C -0.08
3. C -0.47
4. N -0.11
5. C -0.18
6. C -0.04
7. C 0.00
8. O 0.06
9. H 0.12
10. H 0.12
11. H 0.08
12. H 0.14
13. H 0.13
14. H 0.11
15. H 0.11
16. H 0.06
17. H 0.08
18. H 0.08
19. H 0.09
20. H 0.08
21. H 0.10
22. H 0.03
23. H 0.05
24. O -0.04
25. H 0.00
26. H 0.02
27. O -0.06
28. H 0.01
29. H 0.04
30. O -0.05
31. H 0.02
32. H 0.07
33. O -0.04
34. H 0.09
35. H 0.08
36. O -0.03
37. H -0.01
38. H 0.06
39. O -0.06
40. H 0.07
41. H 0.06
42. O -0.04
43. H -0.05
44. H 0.07
45. O -0.06
46. H 0.04
47. H 0.01
48. O -0.04
49. H 0.04
50. H 0.05
51. O -0.06
52. H 0.05
53. H 0.03
54. O -0.03
55. H 0.03
56. H 0.04
57. O -0.05
58. H 0.04
59. H 0.03
60. O -0.05



The calculation returns the following HOMO values, one per record and in order: -10.72 -4.74 -6.29 -12.14 eV.
The calculation returns the following lowest unoccupied orbital energy values, one per record and in order: 0.029 2.213 2.549 -2.289 eV.